1.
{
  "formula": "C89H197N13O14",
  "method": "ωB97M-V/def2-TZVPD",
  "orbital_gap_ev": 8.1,
  "spin_multiplicity": 1,
  "homo_ev": -7.9692,
  "total_energy_ev": -143508.0790,
  "symbols": ["C", "O", "N", "N", "H", "H", "H", "H", "C", "O", "N", "N", "H", "H", "H", "H", "C", "C", "C", "C", "C", "C", "N", "O", "C", "C", "C", "H", "H", "H", "H", "H", "H", "H", "H", "H", "H", "H", "H", "H", "H", "H", "H", "H", "H", "H", "C", "C", "C", "C", "C", "C", "N", "O", "C", "C", "C", "H", "H", "H", "H", "H", "H", "H", "H", "H", "H", "H", "H", "H", "H", "H", "H", "H", "H", "H", "C", "C", "C", "C", "C", "C", "N", "O", "C", "C", "C", "H", "H", "H", "H", "H", "H", "H", "H", "H", "H", "H", "H", "H", "H", "H", "H", "H", "H", "H", "C", "C", "C", "C", "C", "C", "N", "O", "C", "C", "C", "H", "H", "H", "H", "H", "H", "H", "H", "H", "H", "H", "H", "H", "H", "H", "H", "H", "H", "H", "C", "C", "C", "C", "C", "C", "N", "O", "C", "C", "C", "H", "H", "H", "H", "H", "H", "H", "H", "H", "H", "H", "H", "H", "H", "H", "H", "H", "H", "H", "C", "C", "C", "C", "C", "C", "N", "O", "C", "C", "C", "H", "H", "H", "H", "H", "H", "H", "H", "H", "H", "H", "H", "H", "H", "H", "H", "H", "H", "H", "C", "C", "C", "C", "C", "C", "N", "O", "C", "C", "C", "H", "H", "H", "H", "H", "H", "H", "H", "H", "H", "H", "H", "H", "H", "H", "H", "H", "H", "H", "C", "C", "C", "C", "C", "C", "N", "O", "C", "C", "C", "H", "H", "H", "H", "H", "H", "H", "H", "H", "H", "H", "H", "H", "H", "H", "H", "H", "H", "H", "C", "C", "C", "C", "C", "C", "N", "O", "C", "C", "C", "H", "H", "H", "H", "H", "H", "H", "H", "H", "H", "H", "H", "H", "H", "H", "H", "H", "H", "H", "C", "C", "O", "H", "H", "H", "H", "H", "H", "C", "C", "O", "H", "H", "H", "H", "H", "H", "C", "C", "O", "H", "H", "H", "H", "H", "H"],
  "coordinates": [[1.7095, -1.5919, -6.1110], [2.2519, -0.5567, -5.7790], [2.1373, -2.7125, -5.6160], [0.6644, -1.6873, -6.8309], [3.0085, -2.6972, -5.1053], [1.6987, -3.5979, -5.8249], [0.6218, -2.5991, -7.2633], [0.3391, -0.8503, -7.2931], [-0.8231, 2.4773, -4.8406], [-0.2514, 1.5036, -5.3665], [-0.9285, 3.5642, -5.3826], [-1.3390, 2.4798, -3.6235], [-0.4243, 3.6398, -6.2545], [-1.2460, 4.3588, -4.8459], [-1.0724, 1.8871, -2.8504], [-1.8010, 3.3536, -3.4158], [-5.4638, -1.4348, 0.1154], [-6.0182, -2.0752, -1.1630], [-5.0020, -2.9503, -2.0303], [-4.5324, -4.2343, -1.4548], [-5.8163, -5.0658, -1.2218], [-6.9167, -4.4128, -0.4810], [-7.1344, -2.9850, -0.9031], [-8.1435, -2.4144, -0.1799], [-8.1093, -5.2955, -0.8888], [-6.6545, -4.5336, 1.0016], [-6.5559, -1.0114, -2.1489], [-6.3394, -1.0049, 0.6018], [-4.8193, -0.6420, -0.2642], [-5.0663, -1.9937, 0.9625], [-5.3337, -3.1990, -3.0384], [-4.1034, -2.3426, -2.1360], [-3.9251, -4.0983, -0.5600], [-3.8966, -4.8381, -2.1023], [-5.5667, -5.8914, -0.5553], [-6.1488, -5.4682, -2.1786], [-7.9382, -6.3488, -1.1111], [-8.9478, -5.2203, -0.1965], [-8.4926, -4.8191, -1.7912], [-5.6601, -4.2794, 1.3687], [-7.3757, -3.9219, 1.5434], [-6.8338, -5.5490, 1.3552], [-7.2114, -0.3640, -1.5664], [-7.0463, -1.4489, -3.0185], [-5.6693, -0.4608, -2.4632], [-7.8041, -2.2336, 0.6996], [3.9305, -4.2436, -1.1996], [4.7309, -3.6243, 0.0252], [3.9884, -2.3012, 0.3710], [4.2693, -1.6962, 1.7024], [3.9683, -2.7395, 2.8309], [4.8024, -4.0389, 2.5695], [4.5774, -4.4993, 1.2024], [5.1831, -5.6697, 0.9757], [6.3364, -3.7662, 2.8655], [4.2673, -5.1370, 3.5813], [6.1402, -3.2227, -0.4127], [2.9866, -4.7703, -1.0588], [4.5772, -5.0780, -1.4709], [3.8204, -3.6132, -2.0820], [4.3194, -1.5052, -0.2961], [2.9006, -2.3592, 0.3335], [3.6489, -0.8100, 1.8355], [5.3113, -1.3767, 1.6875], [2.9006, -2.9363, 2.7333], [4.1254, -2.2755, 3.8046], [6.5921, -3.6128, 3.9139], [6.9540, -4.5628, 2.4505], [6.6914, -2.8055, 2.4925], [4.8872, -6.0029, 3.8135], [4.2853, -4.5721, 4.5133], [3.3223, -5.5802, 3.2672], [6.6293, -4.1677, -0.6489], [6.6955, -2.7438, 0.3937], [6.1999, -2.6223, -1.3205], [4.5592, -6.3652, 1.1964], [1.9468, -7.4024, 0.0738], [0.6275, -6.8629, 0.6589], [0.0305, -6.1733, -0.5590], [-1.4003, -5.6470, -0.3105], [-2.3050, -6.8547, 0.1379], [-1.6214, -7.6510, 1.3580], [-0.2157, -7.9047, 1.1253], [0.4019, -8.7626, 2.0064], [-2.1225, -6.9353, 2.6667], [-2.3842, -9.0200, 1.4450], [1.0314, -5.7958, 1.6628], [1.8762, -8.2181, -0.6457], [2.5670, -7.9164, 0.8081], [2.6085, -6.6540, -0.3624], [0.6695, -5.3694, -0.9245], [-0.1992, -6.9369, -1.3020], [-1.8487, -5.2673, -1.2286], [-1.4365, -4.8381, 0.4192], [-2.3860, -7.5215, -0.7206], [-3.2864, -6.4966, 0.4491], [-3.2079, -6.9704, 2.7605], [-1.7742, -7.4318, 3.5725], [-1.7771, -5.9071, 2.7742], [-3.4557, -8.9442, 1.6298], [-2.1860, -9.6114, 0.5511], [-1.9929, -9.5760, 2.2970], [1.1121, -6.2774, 2.6373], [0.2205, -5.0747, 1.7657], [1.9813, -5.3290, 1.4022], [0.7593, -9.3313, 1.3205], [-3.9061, 1.3338, -8.5062], [-3.5141, -0.0542, -7.9109], [-3.1777, -0.0083, -6.3630], [-2.9992, -1.3803, -5.6450], [-4.2964, -2.1637, -5.8548], [-4.6508, -2.2887, -7.3391], [-4.6648, -0.9860, -8.0398], [-5.0491, -1.2412, -9.3726], [-3.8555, -3.3219, -7.9993], [-6.0790, -2.9292, -7.2864], [-2.2112, -0.3934, -8.7196], [-3.9117, 1.3931, -9.5946], [-3.2245, 2.0929, -8.1225], [-4.9321, 1.5375, -8.1999], [-2.2859, 0.6183, -6.3797], [-3.9575, 0.6115, -5.9205], [-2.7344, -1.3196, -4.5894], [-2.0677, -1.8683, -5.9318], [-5.1004, -1.5732, -5.4155], [-4.2385, -3.1402, -5.3739], [-2.9035, -2.9013, -8.3234], [-3.7574, -4.2340, -7.4105], [-4.3104, -3.7379, -8.8983], [-6.1069, -4.0029, -7.1007], [-6.6581, -2.4507, -6.4967], [-6.7086, -2.7144, -8.1499], [-2.3996, -0.9965, -9.6078], [-1.6396, -1.1251, -8.1486], [-1.5435, 0.4470, -8.9094], [-5.9232, -0.8462, -9.3346], [1.2535, 4.9425, -3.2575], [2.5659, 5.5334, -2.9399], [3.4513, 4.3531, -2.0834], [4.9407, 4.4689, -2.1435], [5.3317, 4.6549, -3.6314], [4.7965, 5.8339, -4.3274], [3.3154, 5.7790, -4.2182], [2.7201, 6.7672, -4.9775], [5.3604, 7.2064, -3.8171], [5.1197, 5.7286, -5.9228], [2.4508, 6.8317, -2.0402], [0.5973, 4.8344, -2.3938], [1.4470, 3.9547, -3.6757], [0.6613, 5.6056, -3.8881], [3.1463, 4.2796, -1.0396], [3.1857, 3.3864, -2.5113], [5.3616, 3.5939, -1.6483], [5.3379, 5.3906, -1.7184], [5.0064, 3.7287, -4.1052], [6.4185, 4.6661, -3.7132], [6.4386, 7.2965, -3.9493], [4.8180, 8.0197, -4.2993], [5.1108, 7.3985, -2.7736], [4.6389, 6.4246, -6.6102], [6.1806, 5.9535, -6.0322], [4.9573, 4.7149, -6.2889], [3.2974, 6.9701, -1.3676], [1.5422, 6.7668, -1.4416], [2.3285, 7.6881, -2.7034], [2.4208, 6.2917, -5.7559], [-3.3884, 8.9501, 0.9548], [-2.5211, 8.1242, 1.9363], [-3.3999, 7.1148, 2.6471], [-2.5543, 6.0752, 3.4674], [-1.6232, 5.3467, 2.5387], [-0.5504, 6.3105, 1.9149], [-1.3520, 7.4347, 1.2601], [-0.5037, 8.2837, 0.4803], [0.4519, 6.7168, 2.9980], [0.2427, 5.4173, 0.8775], [-1.9942, 9.1984, 2.9271], [-3.6607, 8.3585, 0.0807], [-2.7715, 9.7732, 0.5939], [-4.3198, 9.2936, 1.4048], [-3.9865, 7.6565, 3.3892], [-4.1303, 6.6403, 1.9918], [-3.2136, 5.2959, 3.8498], [-1.9899, 6.5290, 4.2820], [-2.0897, 4.7960, 1.7219], [-1.1454, 4.5570, 3.1185], [1.0065, 7.6217, 2.7495], [-0.1342, 7.0476, 3.8555], [1.2084, 5.9785, 3.2639], [-0.4543, 4.8870, 0.2286], [0.9276, 5.9529, 0.2200], [0.7836, 4.6712, 1.4596], [-2.7347, 9.8706, 3.3605], [-1.1852, 9.7755, 2.4794], [-1.6838, 8.7463, 3.8691], [-0.0987, 8.8996, 1.0953], [4.8104, 6.0081, 3.6042], [4.9477, 4.4428, 3.4542], [6.4248, 4.0741, 3.6465], [6.7704, 2.5960, 3.9767], [5.9017, 2.3268, 5.1637], [4.4165, 2.5824, 5.0123], [4.0512, 3.8471, 4.4296], [2.6890, 4.1017, 4.3902], [3.7452, 1.4094, 4.2092], [3.9287, 2.5270, 6.4888], [4.4882, 4.1450, 2.0123], [3.8881, 6.2761, 3.0888], [5.5931, 6.4706, 3.0029], [4.7454, 6.3368, 4.6414], [7.1270, 4.3399, 2.8564], [6.7758, 4.6272, 4.5177], [7.8284, 2.5313, 4.2305], [6.6387, 1.9324, 3.1220], [6.2879, 2.5883, 6.1489], [6.0062, 1.2436, 5.2245], [2.6700, 1.4748, 4.0427], [4.1697, 1.4420, 3.2058], [3.9075, 0.4328, 4.6654], [2.8426, 2.5999, 6.5449], [4.1272, 1.5955, 7.0188], [4.3189, 3.3521, 7.0847], [3.3995, 4.1968, 2.0053], [4.7766, 3.1421, 1.6975], [4.9106, 4.8352, 1.2820], [2.5838, 4.8182, 5.0204], [-1.6002, -2.6201, 5.5589], [-0.0734, -3.0561, 5.8359], [0.9131, -2.0219, 5.1735], [0.8923, -0.6539, 5.8410], [1.4757, -0.9329, 7.2529], [0.5312, -1.9021, 8.0799], [0.2330, -3.1374, 7.2966], [-0.5337, -4.1333, 7.9872], [1.4022, -2.3686, 9.3353], [-0.6813, -1.1512, 8.7018], [0.2172, -4.3606, 5.0723], [-2.3032, -3.1779, 6.1776], [-1.8738, -1.5680, 5.6375], [-1.8759, -2.8136, 4.5222], [1.9105, -2.4560, 5.2431], [0.7753, -1.7589, 4.1247], [1.6170, -0.0541, 5.2904], [-0.1077, -0.2230, 5.7912], [1.5769, 0.0317, 7.7502], [2.4770, -1.3612, 7.2090], [0.7500, -3.0294, 9.9064], [1.7830, -1.5722, 9.9747], [2.2099, -3.0627, 9.1029], [-1.2648, -1.6893, 9.4488], [-1.4021, -0.9143, 7.9192], [-0.4269, -0.1564, 9.0674], [0.3280, -4.0961, 4.0207], [1.0980, -4.7812, 5.5577], [-0.5707, -5.1090, 5.1574], [-1.4566, -3.9006, 7.8623], [-0.9208, 1.7775, 0.1856], [0.2905, 0.9668, 0.3193], [0.0137, 0.0178, 1.5096], [-0.8146, -1.2703, 1.1928], [-0.1575, -1.9817, -0.0731], [-0.0538, -1.0127, -1.3106], [0.6906, 0.2000, -0.8889], [0.9341, 1.0269, -1.9604], [0.7402, -1.7315, -2.4635], [-1.4609, -0.8494, -1.9072], [1.4953, 1.8430, 0.8266], [-0.6475, 2.6208, -0.4486], [-1.3816, 2.1274, 1.1094], [-1.8176, 1.4032, -0.3081], [0.9601, -0.2543, 1.9769], [-0.7365, 0.4646, 2.1621], [-1.8754, -1.1779, 0.9597], [-0.8034, -1.8641, 2.1068], [-0.7524, -2.8330, -0.4041], [0.8451, -2.3820, 0.0779], [0.3178, -2.7183, -2.6528], [0.6691, -1.1546, -3.3855], [1.7853, -1.9524, -2.2463], [-1.3558, -0.2481, -2.8103], [-2.0514, -1.7322, -2.1521], [-2.0969, -0.3440, -1.1804], [1.3007, 2.3714, 1.7599], [1.6000, 2.5809, 0.0312], [2.4386, 1.3390, 1.0369], [1.6801, 0.6680, -2.4464], [-4.2652, 1.4107, 2.5597], [-4.6631, 1.4567, 4.0059], [-3.8807, 0.6871, 4.8995], [-4.1333, 0.3940, 2.1893], [-3.2942, 1.8860, 2.4209], [-4.9553, 1.9658, 1.9243], [-5.6903, 1.2380, 4.2976], [-4.5214, 2.4846, 4.3399], [-4.1014, -0.2457, 4.8485], [-5.5533, 2.9038, -0.8334], [-4.1137, 2.4210, -0.9645], [-3.6319, 3.1306, -2.0516], [-6.1599, 2.3277, -1.5321], [-5.7590, 3.9649, -0.9743], [-5.8320, 2.6824, 0.1969], [-3.9502, 1.3525, -1.1050], [-3.5206, 2.6882, -0.0899], [-3.2487, 2.5046, -2.6705], [4.6051, 1.1182, -3.4113], [4.7448, -0.3771, -3.6781], [4.7664, -0.5113, -5.0743], [5.3829, 1.6329, -3.9755], [4.7220, 1.3503, -2.3527], [3.6212, 1.4708, -3.7206], [3.9167, -0.8769, -3.1756], [5.6280, -0.7779, -3.1806], [3.8774, -0.2478, -5.3231]]
}

2.
{
  "formula": "C5H11NO",
  "method": "ωB97M-V/def2-TZVPD",
  "orbital_gap_ev": [3.4, 7.4],
  "de_lowest_kj_mol": 162.5,
  "spin_multiplicity": 2,
  "homo_ev": [0.8333, -3.3392],
  "charge": -1,
  "total_energy_ev": -8898.4774,
  "symbols": ["C", "C", "N", "C", "C", "C", "O", "H", "H", "H", "H", "H", "H", "H", "H", "H", "H", "H"],
  "coordinates": [[-0.6440, 0.0038, -2.8995], [-0.6932, -0.5443, -1.4046], [0.5037, -0.1345, -0.6842], [1.9774, -0.1207, 1.2696], [0.5319, -0.3004, 0.7516], [-0.4115, 0.6866, 1.4315], [-1.4016, 0.3542, 2.0232], [0.0573, 0.8152, -3.0145], [-1.5842, 0.4676, -3.1618], [-0.3667, -0.8777, -3.5851], [-0.8111, -1.6962, -1.3867], [-1.6836, -0.1952, -1.0466], [0.3168, 0.9036, -0.7760], [2.6764, -0.7025, 0.7047], [2.2673, 0.9549, 1.1396], [2.1008, -0.5064, 2.2726], [0.2064, -1.2074, 1.2200], [-0.0561, 1.8011, 1.3455]]
}